Density functional theory data (ωB97M-V with the def2-TZVPD basis set) for C12H19AsN4NiO2S4Se as an isolated structure.

The spin multiplicity is 1. As for the total charge: -2. As for the HOMO energy (spin up / spin down): -1.11 / -1.11 eV. The energy above the lowest of the compared OMol25 structures with the same formula, charge and spin comes out at 24.7 kcal per mole. The value obtained for the electronic energy is -233382.367 eV. The calculation puts the gap between HOMO and LUMO (spin up / spin down) at 4.99 / 4.99 eV.

Geometry as XYZ:
```
44
C12H19AsN4NiO2S4Se | the OMol25 dataset | ωB97M-V with the def2-TZVPD basis set
Se -3.24735 -1.38992 -0.09362
As 0.49601 3.11259 -0.78477
Ni -0.41723 0.54569 -0.11003
S 0.62661 1.23675 -1.95386
S -1.50469 2.47402 -0.05214
S 1.82733 3.04211 0.90781
S 0.49940 4.89034 -1.92665
O 1.16261 -2.70857 1.61205
O 0.61166 -1.15279 0.11129
N -0.84962 -3.93974 2.81317
N -1.31536 -3.92983 0.55911
N -3.06337 -3.74622 2.04867
N -0.44111 0.45111 1.86127
C -4.25511 -0.70050 -1.55597
C -3.69701 0.29060 -2.36789
C -6.25925 -0.62761 -2.91474
C -1.15475 -3.55504 4.18290
C -5.54619 -1.14758 -1.84260
C -0.37613 -0.94753 2.25146
C -4.41517 0.81048 -3.43476
C -5.69746 0.35528 -3.71925
C -1.74180 -3.85666 1.82223
C -1.25462 -2.04056 4.41190
C 0.57896 -1.64660 1.25718
C -0.13338 -1.23147 3.74505
H -6.25437 0.76671 -4.55349
H -1.35926 -1.34615 1.96833
H -1.92034 -3.45089 -0.12181
H -0.34153 -3.95080 4.79356
H -0.04746 -0.27002 4.25422
H -3.57483 -3.26776 1.28287
H -1.23075 0.97169 2.22428
H -3.96221 1.58605 -4.04094
H -0.32110 -3.76641 0.42903
H -3.32413 -3.41539 2.96274
H -2.06151 -4.06683 4.51743
H 0.09885 -3.63945 2.48883
H 0.82278 -1.74732 3.87128
H -5.98878 -1.91046 -1.21300
H -7.26133 -0.99130 -3.11888
H -1.23746 -1.88356 5.49467
H -2.22020 -1.66011 4.06154
H 0.41563 0.99968 2.00425
H -2.70473 0.66781 -2.14789
```